Entry 1:
The following is a quantum chemistry calculation of C2H3CdO2 as an isolated structure in a non-equilibrium geometry, from OMol25.

As for the LUMO energy: -7.8186 eV. The highest occupied orbital energy is -0.4844 Ha. Its charge is +1. Its HOMO-LUMO gap is 0.197 hartree.

Element x y z (Å)
H (-0.10715, 2.17101, 0.25466)
Cd (2.24089, 0.33844, -0.16010)
C (-0.33593, -0.93697, -0.14455)
H (-0.94282, -1.53471, -0.84880)
O (0.22170, 1.27257, 0.13072)
O (0.99140, -1.17523, -0.06940)
H (-1.26346, -0.52164, 0.89464)
C (-0.80464, 0.38654, -0.05717)

=====

Entry 2:
The following is a quantum chemistry calculation of C2H3CdO3 as an isolated structure in a non-equilibrium geometry, from OMol25.

As for the LUMO energy: -8.3833 eV. The highest occupied orbital energy is -0.5561 Ha. Its charge is +1. Its HOMO-LUMO gap is 0.248 hartree.

Element x y z (Å)
Cd (-0.75815, 2.26620, -0.38291)
H (0.99643, -0.76113, -1.41432)
O (0.15889, 0.41476, 0.08860)
C (1.07649, -0.59561, -0.33448)
O (-1.66013, -0.89302, 0.28882)
H (0.79069, -1.52916, 0.15987)
C (-1.08321, 0.10131, 0.67052)
H (2.07756, -0.21400, -0.11111)
O (-1.59857, 1.21064, 1.03503)

=====

Entry 3:
The following is a quantum chemistry calculation of a 2-piece molecular cluster, C2H3Cl2NO2 overall in a non-equilibrium geometry, from OMol25.

As for the LUMO energy (spin up / spin down): -0.3500 / -0.3496 eV. The highest occupied orbital energy (spin up / spin down) is -0.3412 / -0.3413 Ha. Its charge is 0. Its HOMO-LUMO gap (spin up / spin down) is 0.328 / 0.328 hartree.

Element x y z (Å)
Cl (-1.82489, -1.07855, -0.57234)
Cl (-0.44701, 1.18908, -1.73883)
C (-0.37995, 0.74206, 0.94576)
H (0.67796, 1.00699, 1.03195)
O (0.93706, -2.06478, -1.24413)
H (-0.96605, 1.65604, 1.03936)
O (2.10544, -0.55584, -0.17136)
H (-0.64785, 0.05825, 1.74667)
N (1.15246, -1.06176, -0.65927)
C (-0.60718, 0.10853, -0.37782)

=====

Entry 4:
The following is a quantum chemistry calculation of C2H3Cl2NO2 as an isolated structure in a non-equilibrium geometry, from OMol25.

As for the LUMO energy: -0.9241 eV. The highest occupied orbital energy is -0.3459 Ha. Its charge is 0. Its HOMO-LUMO gap is 0.312 hartree.

Element x y z (Å)
Cl (-2.75258, -0.72739, 0.97222)
O (-0.85007, -0.90417, -1.69104)
H (0.16580, 1.56884, 0.09079)
H (1.31654, 2.13226, -0.82904)
N (0.94187, 1.22057, -0.49458)
C (-1.77272, -0.58431, 2.30808)
Cl (-0.23643, -1.08139, 2.02076)
C (0.21168, -1.07513, -1.31944)
H (1.70134, 0.88884, 0.06393)
O (1.27456, -1.43810, -1.12167)

=====

Q: Which ΔE to the lowest compared entry with this formula, charge and spin values were calculated for the entries above? A: 46.4 5.5 103.5 62.7, in kcal per mole.